9 unconnected molecules or ions with the total composition C11H29BN8O22 in a non-equilibrium geometry. Source: OMol25; level of theory: ωB97M-V with the def2-TZVPD basis set.

Energy above the lowest of the compared OMol25 structures with the same formula, charge and spin (kJ/mol): 0.00
Kohn-Sham gap (eV): 10.3
Max |F| (eV/A): 2.8
2S+1: 1
Structure (SMILES): O=C1OC[C@H](OB(O)O)O1.C[N+](=O)[O-].C[N+](=O)[O-].C[N+](=O)[O-].C[N+](=O)[O-].C[N+](=O)[O-].C[N+](=O)[O-].C[N+](=O)[O-].C[N+](=O)[O-]

XYZ file:
```
71
Properties=species:S:1:pos:R:3:forces:R:3
O -0.57794 -5.03728 1.52575 -1.0269 0.4726 0.9704
C -1.00616 -4.35908 2.41197 -0.1708 -0.3241 -0.5017
O -1.54146 -3.11043 2.31574 0.2445 0.4253 -0.5850
C -0.66283 -2.43458 3.25907 0.1926 -1.4778 -0.1809
C -0.65176 -3.46213 4.41505 -0.8947 2.4925 -0.7488
O 0.56956 -3.30737 5.06207 -0.5921 -1.1175 -0.0626
B 1.36657 -4.36285 5.43327 0.8567 -0.0471 0.6918
O 1.21657 -5.66536 5.05460 0.2397 0.1085 -0.1215
O 2.42697 -4.03081 6.27724 -0.4663 0.0908 -0.2117
O -1.00003 -4.65060 3.75792 1.3408 -1.1636 -0.4419
H 0.29336 -2.47660 2.75309 0.2839 0.5269 0.4104
H -0.94650 -1.44031 3.53326 -0.4630 0.3664 -0.1363
H -1.48814 -3.20701 5.04898 0.0503 -0.2550 0.9047
H 1.31451 -5.77058 4.10150 -0.5064 -0.3171 -0.2555
H 3.15417 -3.77170 5.71122 0.5080 0.1483 0.1719
C 3.52825 -7.38998 0.96945 0.1268 -0.0039 -0.1250
N 2.91972 -6.22457 1.66308 -0.0688 -0.0544 -0.0300
O 3.53475 -5.18305 1.67820 0.1450 0.1960 0.0304
O 1.83248 -6.39949 2.17173 0.0266 -0.1134 0.2154
H 4.48666 -7.08622 0.56820 0.0132 0.0619 0.0116
H 3.64025 -8.18048 1.70446 -0.0948 -0.0307 0.0034
H 2.84645 -7.68938 0.17979 -0.0682 -0.0487 0.0597
C -3.81411 -0.60655 1.08772 -0.2655 0.0141 -0.0275
N -2.86367 0.50503 1.34969 -0.2035 -0.0361 -0.1404
O -3.24499 1.63983 1.17535 -0.0198 0.2046 -0.0444
O -1.74708 0.20428 1.71693 0.3244 -0.0833 0.1189
H -4.75095 -0.17615 0.75905 0.0125 0.0581 -0.0398
H -3.37794 -1.23056 0.31492 0.0796 -0.0565 0.0620
H -3.93558 -1.16351 2.01173 0.1560 -0.0574 0.0006
C -3.47101 2.30363 -2.80192 0.1218 -0.2942 0.0777
N -4.74638 1.73521 -2.28845 0.2237 0.0820 -0.1153
O -4.70019 0.69416 -1.67163 -0.0392 -0.2047 0.1295
O -5.75763 2.36023 -2.52411 -0.1714 0.1157 -0.0294
H -2.65764 1.64664 -2.52126 -0.0428 -0.0330 0.0425
H -3.56368 2.37433 -3.88158 -0.0631 0.0934 -0.0072
H -3.34791 3.28220 -2.35827 -0.0216 0.0852 -0.0220
C 0.48418 2.61734 0.76958 0.0892 0.0124 0.2587
N -0.27676 3.05322 -0.42881 0.2068 -0.1502 0.3093
O -0.56434 4.22226 -0.53959 -0.0377 0.1658 -0.1026
O -0.55220 2.18457 -1.23084 -0.1229 -0.1141 -0.2642
H 0.66727 3.47594 1.40412 -0.0565 0.0862 -0.0538
H -0.12297 1.87461 1.28215 0.0087 -0.0590 -0.0653
H 1.41714 2.18433 0.41672 -0.0429 -0.0657 -0.0520
C -4.58486 5.78673 -4.27807 -0.1013 -0.1191 0.1300
N -3.11851 5.89525 -4.03334 -0.2368 -0.0490 0.0426
O -2.64821 5.23908 -3.12775 0.1616 0.0641 0.0618
O -2.49340 6.63215 -4.75843 0.1240 0.1341 -0.1544
H -5.00696 5.09437 -3.55837 0.0396 -0.0235 0.0197
H -5.00668 6.77974 -4.16255 0.0241 0.0412 -0.0884
H -4.71775 5.42667 -5.29327 0.0141 0.0906 -0.0530
C 2.85000 5.06035 -1.42070 0.0382 0.1186 0.0556
N 3.65515 3.85735 -1.06459 -0.0508 0.2096 -0.0411
O 4.66372 4.02119 -0.42274 0.1556 -0.0008 0.1088
O 3.23681 2.78276 -1.44955 -0.1801 -0.1687 -0.0418
H 3.34370 5.93386 -1.01428 0.0582 -0.0174 0.0283
H 2.79729 5.10726 -2.50368 -0.0741 -0.0634 -0.0180
H 1.85932 4.93485 -0.99281 -0.0427 -0.0336 -0.0818
C 3.02078 -1.07861 0.16623 0.1316 0.0817 -0.0842
N 2.93110 -0.99530 1.65111 -0.0485 -0.0775 -0.2376
O 3.73751 -0.31038 2.23323 0.1399 0.1413 0.1355
O 2.03878 -1.62651 2.18231 0.1868 0.0682 -0.0251
H 3.85283 -0.46870 -0.16274 0.0107 0.0450 0.0401
H 3.17049 -2.12256 -0.09002 -0.1074 -0.0390 0.0129
H 2.08214 -0.71340 -0.23946 -0.0492 -0.0889 -0.0020
C 1.26429 1.60730 -4.15265 -0.1003 0.0936 -0.1338
N 1.63556 0.16824 -4.23434 -0.0840 0.1549 -0.0497
O 1.11142 -0.50336 -5.09437 -0.0664 -0.1044 -0.1146
O 2.44116 -0.23612 -3.42532 0.1356 -0.0780 0.1838
H 0.54154 1.82084 -4.93033 -0.0116 -0.0813 -0.0428
H 0.84363 1.77744 -3.16867 0.0595 0.0377 0.1239
H 2.17015 2.18833 -4.29203 0.0620 -0.0349 0.1212
```
Forces are in eV/Å.

Mulliken population analysis, charges in e, atoms 1 to 5: -0.477 0.679 -0.346 -0.648 0.241